1.
Computed, not measured: a molecular structure, C17H23BN6O2PdS, with ωB97M-V/def2-TZVPD.

Each line ends with the Mulliken charge.
Atoms and positions in Å:
H -0.739 2.853 0.315  0.180
C 3.017 -2.254 -4.260  -0.349
H -3.217 2.912 5.497  0.374
C 1.180 -3.446 -3.157  -0.615
H -1.248 4.215 -0.852  0.418
H 0.736 4.155 -2.647  0.398
H -2.392 -1.904 4.484  0.365
H 0.834 1.441 -0.411  0.189
N 0.825 -4.421 1.665  -0.351
O 2.279 -1.066 -0.825  -0.396
H -1.609 0.798 -0.412  0.276
N -0.944 -1.758 2.909  0.673
N -0.738 0.284 -0.579  -0.700
H 0.204 2.420 2.801  0.560
H 1.435 3.464 -1.219  0.438
H -2.153 2.710 -0.667  0.414
N -0.709 -3.086 2.710  -1.297
C 2.023 -3.213 -4.317  -0.589
H -1.322 3.989 4.036  0.268
H 3.691 -2.029 -5.074  0.387
C 3.246 -1.531 -3.071  -0.987
C -1.877 0.141 3.845  0.618
H 1.632 2.692 -2.812  0.343
N -0.910 0.770 3.072  -0.050
C -1.786 -1.305 3.806  -0.613
S 1.581 -1.805 1.935  -0.418
Pd -0.161 -0.445 1.418  -0.038
C 0.508 -3.213 2.213  0.402
H 0.194 -5.185 1.946  0.263
C -1.500 2.877 4.116  -0.703
C -2.555 2.290 4.862  -0.236
B 1.301 -1.722 0.030  1.254
O 0.665 -2.709 -0.793  -0.535
C 2.457 -1.802 -2.004  0.795
H -1.892 1.323 -2.829  0.379
C -1.150 3.127 -0.696  -1.358
H 3.937 -0.715 -3.079  0.453
H 1.949 -3.822 -5.220  0.352
N 0.191 1.179 -1.148  0.185
C -1.145 2.096 -2.989  -1.787
H -3.451 0.378 5.251  0.333
C 1.449 -2.809 -2.010  0.331
C -0.360 2.412 -1.770  1.421
H 0.306 -4.038 -3.197  0.488
H -0.532 1.828 -3.866  0.356
H 1.801 -4.763 1.625  0.249
H -0.888 -0.510 -1.198  0.126
C -2.674 0.906 4.712  -0.722
C -0.718 2.086 3.256  -0.254
C 0.908 3.194 -2.131  -1.700
H -1.679 3.011 -3.271  0.408

Cartesian forces (eV/Å) of the 3 atoms listed first:
-0.1 0.8 -0.8
0.1 -0.3 0.8
0.5 -0.7 -0.5

Properties
- HOMO (alpha / beta): -4.97 / -7.62 eV
- Energy above the lowest of the compared OMol25 structures with the same formula, charge and spin: 0.847 eV
- 2S+1: 3
- Molecular weight: 492.71 g/mol
- Expectation value of S²: 2.040



2.
Computed, not measured: a molecular structure, C17H23BN6O6Ru, with ωB97M-V/def2-TZVPD.

Each line ends with the Mulliken charge.
Atoms and positions in Å:
H -1.331 1.459 -3.231  0.311
C 1.155 2.458 -2.245  -0.478
C -0.062 0.226 3.650  -0.069
C 0.252 1.705 2.065  -0.771
C -2.185 -2.135 -0.620  -0.630
H 0.344 2.585 1.450  0.757
O 4.762 1.679 -0.055  -0.473
H -4.051 1.242 -3.105  0.405
C 3.505 1.368 -0.305  0.473
H 2.038 -3.918 2.899  0.465
C 2.606 2.578 -0.346  -0.693
O 1.005 0.058 -2.476  -0.814
Ru 0.619 -0.276 -0.547  0.906
N -1.095 -1.685 0.004  0.532
H -2.198 2.279 0.156  0.439
H 0.151 2.859 -2.381  0.262
O -1.369 0.968 -1.212  0.268
C -3.709 1.150 -0.934  -0.638
H 1.868 3.186 -2.627  0.523
H -0.137 -2.510 3.265  -0.094
H -2.053 -0.103 -2.863  0.206
C -1.977 0.933 -2.532  -0.459
H -3.852 -3.454 0.024  0.440
C 2.779 -2.716 -0.037  -0.441
H 2.507 2.946 0.678  0.390
C -2.380 1.267 -0.212  -0.367
C 1.262 1.191 -3.102  0.389
H -2.371 -1.881 -1.649  0.566
H 5.295 0.868 -0.017  0.396
N 1.701 -2.023 0.330  0.173
H 3.252 -2.520 -0.985  0.557
C 3.116 -3.630 0.956  -1.084
H -4.477 1.775 -0.483  0.447
H -0.141 2.380 4.141  0.463
H 3.077 3.367 -0.933  0.509
H -0.246 -0.329 4.554  0.463
C 2.172 -3.433 1.947  -0.089
O 3.103 0.237 -0.463  -0.293
C -2.214 -2.945 1.417  -0.026
H -2.404 -3.440 2.355  0.481
C -3.340 1.575 -2.352  -0.764
N 0.161 -0.416 2.498  -0.370
O 1.328 2.241 -0.838  -0.195
C -0.006 1.590 3.424  -1.478
H -2.267 0.562 0.610  0.050
H -4.057 0.116 -0.918  0.200
B 0.053 -1.944 2.229  -0.031
N 0.362 0.493 1.512  0.971
N -1.118 -2.192 1.256  0.073
N 1.334 -2.465 1.554  0.209
C -2.932 -2.940 0.236  -1.184
H 3.927 -4.336 0.955  0.423
O 1.492 1.289 -4.275  -0.606
H -3.258 2.661 -2.418  0.303

Cartesian forces (eV/Å) of the 3 atoms listed first:
0.0 0.0 0.0
0.0 -0.1 -0.1
0.0 -0.1 0.0

Properties
- HOMO (alpha / beta): -12.20 / -12.29 eV
- Total charge: +1
- Energy above the lowest of the compared OMol25 structures with the same formula, charge and spin: 0.000 eV
- 2S+1: 6
- Molecular weight: 519.29 g/mol
- Expectation value of S²: 8.756



3.
Computed, not measured: a single C17H23BrN2O3 molecule, with ωB97M-V/def2-TZVPD.

Each line ends with the Mulliken charge.
Atoms and positions in Å:
O 2.301 -0.715 0.595  -0.719
C 4.062 1.383 1.007  -0.976
C 0.012 1.804 -0.778  1.291
H 0.611 3.603 0.218  0.247
C 0.633 0.652 -0.361  0.184
H 1.673 2.532 2.491  0.378
C -2.543 -0.504 -1.593  -1.047
H 3.522 5.909 3.082  0.282
H 4.048 4.431 1.149  0.202
H -0.750 -5.635 -0.170  0.236
H 5.179 6.162 2.535  0.435
N 2.765 1.479 0.381  0.015
H 3.390 1.116 3.042  0.435
H 0.477 -4.484 -0.762  0.331
O -1.223 1.551 -1.280  -0.458
H 2.306 4.490 4.744  0.318
H 0.602 -2.235 -0.005  0.765
C 4.502 5.447 2.995  -1.440
C -1.425 0.214 -1.198  -0.534
N 3.662 3.143 2.801  0.383
H 2.045 2.759 4.934  0.277
Br -3.964 -2.941 -1.904  -0.163
C 2.232 3.389 2.881  -0.505
H 1.967 4.265 2.276  0.456
C -0.303 -0.409 -0.631  0.084
C -1.379 -2.524 -0.832  0.892
H 1.282 3.404 -1.418  0.398
H 4.766 2.006 0.449  0.401
C -2.490 -1.867 -1.398  0.006
C -0.273 -1.788 -0.443  -0.272
H 4.372 0.338 0.937  0.467
H 5.455 3.793 2.026  0.443
C 0.407 3.240 -0.790  -1.541
C 4.056 1.789 2.499  -1.023
C 1.954 0.401 0.248  0.529
C 1.797 3.626 4.328  -1.562
H 4.864 5.209 3.991  0.354
H 0.723 3.791 4.376  0.442
H -0.227 -4.280 0.866  0.334
H -0.421 3.816 -1.200  0.332
H -3.405 -0.029 -2.029  0.476
H 5.072 1.638 2.880  0.398
C 4.439 4.176 2.152  -0.320
C -0.432 -4.594 -0.162  -0.846
O -1.502 -3.868 -0.716  -0.463
H 2.431 2.393 0.136  0.075

Cartesian forces (eV/Å) of the 3 atoms listed first:
0.0 -0.2 0.1
0.2 -0.1 0.5
0.6 -0.3 0.3

Properties
- HOMO: -8.13 eV
- Energy above the lowest of the compared OMol25 structures with the same formula, charge and spin: 0.044 eV
- Molecular weight: 383.29 g/mol
- Structure (SMILES): CCN(CC)CCNC(=O)c1c(C)oc2cc(Br)c(OC)cc12



4.
Computed, not measured: a molecular structure, C17H23Cl5GaNO2P2, with ωB97M-V/def2-TZVPD.

Each line ends with the Mulliken charge.
Atoms and positions in Å:
C 1.223 -1.371 -2.114  0.683
C 0.071 -2.604 -3.816  -0.556
H 2.284 2.793 -2.423  0.300
C -0.594 0.347 4.569  0.084
C -1.488 -1.767 3.778  0.056
C -1.785 2.162 -1.817  -1.091
P 2.217 -0.574 0.322  0.647
H 3.339 -2.704 0.716  0.461
C -0.171 0.636 3.257  0.524
C -1.094 -1.258 -2.193  0.422
H -2.954 -1.307 -1.047  0.449
H -0.924 1.990 -2.480  0.320
H 3.311 0.791 1.891  0.399
Cl -1.359 -2.579 1.193  -0.123
H -3.004 2.017 1.131  0.376
Cl -0.330 1.445 5.843  -0.152
O 1.750 2.515 -1.648  -0.502
C -0.432 -0.221 2.188  -0.903
N 0.056 -0.998 -1.552  0.162
H -0.018 4.027 0.218  0.301
C -2.351 -0.618 -1.658  -1.023
Cl -2.279 -3.242 4.112  -0.143
C -1.264 -0.863 4.837  0.234
C 3.589 0.431 0.900  -1.197
H -2.713 2.249 -2.405  0.491
H 1.558 -2.873 0.793  0.320
H 4.519 -0.144 0.963  0.469
H -2.105 -2.327 -3.710  0.554
H 0.064 -3.254 -4.683  0.451
H 1.223 3.339 -1.412  0.285
H 2.627 0.268 -1.846  0.310
H 3.724 1.288 0.239  0.333
P -1.916 0.821 -0.621  0.600
H -0.332 5.167 -0.818  0.293
Cl -1.787 -1.221 6.413  -0.122
H -4.208 1.360 -0.039  0.452
C 2.465 -0.773 -1.491  -1.272
C 2.404 -2.213 1.035  -1.177
C 1.271 -2.208 -3.237  -0.877
Ga 0.156 0.441 0.362  0.280
H 2.424 -2.113 2.131  0.390
C -3.280 1.147 0.515  -1.145
H -1.584 3.082 -1.253  0.340
H -3.429 0.281 1.178  0.344
C -1.067 -1.435 2.469  0.978
Cl 0.701 2.115 2.979  -0.150
H 2.261 -2.526 -3.589  0.498
C -1.127 -2.125 -3.283  -1.032
H -2.973 -0.250 -2.483  0.653
O -0.013 4.246 -0.738  -0.657
H 3.345 -1.390 -1.676  0.662

Cartesian forces (eV/Å) of the 3 atoms listed first:
-0.1 -0.2 -0.1
-0.2 0.0 0.2
-0.4 -0.3 0.7

Properties
- HOMO: -14.22 eV
- Total charge: +2
- Molecular weight: 582.31 g/mol



5.
Computed, not measured: 4 unconnected molecules or ions with the total composition C17H23F4N3O3, with ωB97M-V/def2-TZVPD.

Each line ends with the Mulliken charge.
Atoms and positions in Å:
C -7.699 0.732 1.935  0.107
H 3.930 -0.856 0.389  0.342
C 1.735 -1.054 0.225  -0.752
H 3.721 3.959 0.586  0.377
H -2.800 1.804 -2.409  0.359
H 3.544 1.192 -0.097  0.139
H 1.503 -2.125 4.274  0.267
H -6.447 0.939 0.226  0.253
O -2.208 2.134 -0.344  -0.218
H 2.763 1.933 1.429  0.270
C -1.359 0.182 -1.655  0.469
H 3.720 3.366 -1.183  0.298
F -4.212 3.076 0.073  -0.249
H -5.688 1.400 1.763  0.213
H -0.656 -1.372 -0.165  0.574
N 2.938 0.441 3.022  -0.423
C -0.055 0.234 -2.608  -0.006
C -0.576 -0.252 -0.329  -1.425
F 0.420 2.152 0.809  -0.434
O 1.125 -0.204 -1.948  -0.415
C -6.359 0.690 1.283  -0.491
C 0.973 0.111 -0.529  1.743
H -1.105 2.326 -2.084  0.374
C 2.902 -4.642 -2.058  0.455
H 3.248 -2.385 4.480  0.278
H 1.157 2.216 -1.158  0.325
H 2.204 3.989 -0.420  0.254
C -3.508 1.890 0.075  0.845
C 2.720 -0.480 3.705  0.398
O -0.011 0.603 -3.779  -0.592
H 2.537 -4.298 -4.121  0.269
F -3.423 1.495 1.419  -0.277
H 1.115 -4.813 -3.191  0.258
H -5.942 -0.313 1.378  0.297
C 3.076 -1.461 -0.050  -0.814
H 2.366 -1.340 5.613  0.322
H 1.146 -1.618 1.012  0.337
C 2.442 -1.657 4.573  -0.911
H 3.306 -2.350 -0.707  0.049
N -8.748 0.765 2.445  -0.382
C 1.296 1.626 -0.192  -0.091
H -1.943 -0.649 -2.139  0.490
C 2.187 -4.956 -3.326  -0.804
N 3.463 -4.395 -1.064  -0.502
H -1.007 0.145 0.644  0.440
C 3.146 3.394 -0.201  -1.195
C 2.774 1.909 0.296  0.083
C -1.944 1.669 -1.691  -0.944
F -4.146 0.839 -0.594  -0.282
H 2.376 -5.991 -3.610  0.319

Cartesian forces (eV/Å) of the 3 atoms listed first:
-1.3 0.1 0.6
-0.9 0.3 -2.2
1.1 -0.2 0.0

Properties
- HOMO: -7.60 eV
- Energy above the lowest of the compared OMol25 structures with the same formula, charge and spin: 0.000 eV
- Molecular weight: 393.38 g/mol
- Structure (SMILES): C=C[C@]1([C@@H](F)CC)C[C@@H](COC(F)(F)F)C(=O)O1.CC#N.CC#N.CC#N



6.
Computed, not measured: a molecular structure, C17H23F5NO2P2STl, with ωB97M-V/def2-TZVPD.

Each line ends with the Mulliken charge.
Atoms and positions in Å:
H 0.795 2.873 -4.982  0.453
H -4.305 -0.820 -0.672  0.460
O -1.783 -2.346 -3.578  -0.617
P -2.221 0.325 -0.274  0.483
F 0.038 -2.034 5.311  -0.236
C -0.710 1.801 3.965  -0.098
H 2.778 2.313 -3.521  0.534
C 1.582 1.288 -2.087  0.439
H 3.811 -1.374 1.690  0.390
H -3.567 -1.244 0.922  0.413
C 0.231 1.012 3.273  0.892
H -2.921 -1.969 -0.578  0.379
C -2.019 0.702 -1.971  -1.269
F -1.814 -0.457 6.614  -0.216
C 0.670 2.317 -4.053  -0.594
C 0.557 -0.224 3.860  -0.086
C -0.737 1.142 -2.436  1.050
F -2.356 2.049 5.686  -0.237
H -2.878 0.873 -2.625  0.518
C -0.133 -0.739 4.950  -0.012
C 1.769 2.025 -3.258  -0.800
C 3.030 -1.898 -1.284  -1.325
S 0.804 1.434 1.708  -0.152
H 4.843 -0.372 0.611  0.476
H -2.239 -2.615 -4.395  0.292
C 3.862 -0.457 1.090  -1.196
H 3.693 0.381 1.778  0.327
H -0.744 -3.313 -2.465  0.378
H -3.928 1.974 0.233  0.456
H 3.641 0.712 -1.957  0.621
C -2.937 1.724 0.639  -1.119
C -1.094 0.047 5.584  0.568
C -0.582 1.872 -3.651  -0.948
C 2.817 0.952 -1.263  -1.014
H 2.911 -2.843 -0.743  0.397
N 0.386 0.872 -1.688  0.180
H 4.066 -1.779 -1.613  0.437
C -1.370 1.329 5.101  0.314
H 0.524 -3.547 -1.542  0.278
H -1.961 -1.376 -3.499  0.317
F 1.507 -1.010 3.283  -0.247
P 2.568 -0.517 -0.189  0.414
F -1.064 3.007 3.469  -0.317
H 2.365 -1.936 -2.153  0.382
H -2.278 2.600 0.571  0.375
C -3.378 -1.070 -0.146  -1.287
Tl 0.029 -0.822 0.544  0.973
O -0.443 -3.690 -1.592  -0.609
H -3.010 1.460 1.701  0.324
H -1.483 2.049 -4.223  0.488
H 3.081 1.830 -0.641  0.408
H -0.401 -2.513 0.495  -0.034

Cartesian forces (eV/Å) of the 3 atoms listed first:
-0.1 -0.1 0.3
0.0 -0.2 0.2
-0.5 1.3 -0.4

Properties
- HOMO (alpha / beta): -14.61 / -14.77 eV
- Total charge: +2
- Molecular weight: 666.76 g/mol



Q: What is the formula in the sixth record?
A: C17H23F5NO2P2STl



Q: Number 2 is which compound?
A: C17H23BN6O6Ru



Q: Among the records above, which one has the highest molecular weight?
A: C17H23F5NO2P2STl



Q: Which of these has the lowest molecular weight?
A: C17H23BrN2O3